No. 1
{
  "formula": "C5H8O",
  "method": "ωB97M-V/def2-TZVPD",
  "symbols": ["C", "C", "C", "C", "C", "O", "H", "H", "H", "H", "H", "H", "H", "H"],
  "coordinates": [[1.20, 0.35, -0.62], [0.26, 0.93, 0.73], [-1.12, 0.42, 0.20], [-0.78, -1.02, -0.22], [0.70, -0.94, -0.28], [0.76, 0.25, 1.72], [0.76, 0.85, -1.49], [2.26, 0.51, -0.50], [0.27, 2.04, 0.81], [-1.85, 0.46, 1.01], [-1.49, 1.03, -0.64], [-1.10, -1.78, 0.50], [-1.21, -1.29, -1.19], [1.34, -1.79, -0.04]],
  "e_homo_ha": -0.30092,
  "relative_energy_kcal_mol": 91.53,
  "multiplicity": 1,
  "homo_lumo_gap_ev": 7.45,
  "lumo_ev": -0.74,
  "largest_force_ev_per_a": 0.29,
  "total_energy_ev": -7358.286
}

No. 2
{
  "formula": "C21H57Mn2N3O13S",
  "method": "ωB97M-V/def2-TZVPD",
  "symbols": ["Mn", "Mn", "S", "O", "O", "O", "O", "C", "O", "C", "C", "N", "C", "C", "O", "C", "H", "H", "H", "H", "H", "H", "H", "H", "H", "H", "H", "H", "H", "H", "H", "C", "O", "C", "C", "N", "C", "C", "O", "C", "H", "H", "H", "H", "H", "H", "H", "H", "H", "H", "H", "H", "H", "H", "H", "C", "O", "C", "C", "N", "C", "C", "O", "C", "H", "H", "H", "H", "H", "H", "H", "H", "H", "H", "H", "H", "H", "H", "H", "C", "O", "H", "H", "H", "H", "C", "O", "H", "H", "H", "H", "C", "O", "H", "H", "H", "H"],
  "coordinates": [[2.17, -0.13, 2.17], [-2.36, -1.79, -0.63], [-1.10, -0.02, 1.06], [0.25, -0.12, 1.66], [-1.86, -1.30, 1.32], [-1.72, 1.20, 1.49], [-1.09, -0.08, -0.45], [-2.31, 0.21, -6.13], [-1.54, 0.16, -4.95], [-0.72, -0.96, -4.79], [-0.74, -1.33, -3.32], [-2.13, -1.44, -2.78], [-2.74, -2.63, -3.45], [-4.05, -3.13, -2.84], [-4.08, -2.89, -1.43], [-5.43, -2.86, -0.92], [-1.76, 0.64, -6.97], [-3.19, 0.83, -5.97], [-2.67, -0.78, -6.45], [0.31, -0.72, -5.09], [-1.05, -1.76, -5.46], [-0.23, -0.56, -2.74], [-0.18, -2.25, -3.15], [-2.53, -0.61, -3.25], [-2.02, -3.45, -3.45], [-2.98, -2.41, -4.49], [-4.21, -4.20, -3.00], [-4.87, -2.59, -3.31], [-5.90, -3.83, -1.03], [-5.97, -2.03, -1.39], [-5.36, -2.61, 0.14], [2.63, 1.45, -4.17], [2.38, 1.46, -2.78], [3.13, 0.53, -2.09], [2.78, 0.66, -0.62], [3.09, -0.52, 0.21], [2.47, -1.83, -0.16], [2.90, -2.79, 0.95], [2.25, -2.36, 2.14], [1.46, -3.37, 2.80], [3.70, 1.52, -4.38], [2.19, 2.35, -4.61], [2.23, 0.54, -4.63], [4.21, 0.64, -2.26], [2.84, -0.48, -2.43], [1.71, 0.89, -0.55], [3.29, 1.53, -0.19], [4.09, -0.71, 0.16], [2.85, -2.16, -1.13], [1.38, -1.78, -0.20], [3.99, -2.79, 1.04], [2.54, -3.79, 0.70], [0.75, -3.77, 2.06], [0.83, -2.85, 3.53], [2.11, -4.12, 3.22], [1.39, 2.91, 2.15], [2.40, 1.93, 2.41], [3.38, 2.35, 3.37], [4.49, 1.29, 3.50], [4.08, -0.14, 3.37], [3.66, -0.75, 4.67], [2.39, -0.19, 5.23], [1.32, -0.20, 4.26], [0.06, 0.01, 4.92], [0.82, 2.59, 1.28], [1.82, 3.88, 1.93], [0.70, 2.99, 3.00], [2.92, 2.65, 4.31], [3.86, 3.25, 2.97], [5.17, 1.44, 4.33], [5.09, 1.49, 2.60], [4.82, -0.67, 2.94], [4.46, -0.61, 5.40], [3.61, -1.82, 4.47], [2.58, 0.84, 5.52], [2.13, -0.79, 6.10], [-0.34, -0.94, 5.29], [-0.64, 0.34, 4.15], [0.12, 0.77, 5.69], [-4.69, 0.30, 0.64], [-4.01, -0.19, -0.53], [-4.83, -0.53, 1.33], [-4.12, 1.10, 1.11], [-5.68, 0.66, 0.38], [-3.57, 0.56, -0.95], [-0.85, 3.10, -2.10], [-1.60, 1.89, -2.16], [-1.35, 3.84, -1.46], [0.13, 2.91, -1.65], [-0.75, 3.53, -3.09], [-1.23, 1.27, -1.52], [-3.17, 4.25, 1.47], [-1.86, 3.89, 1.82], [-3.92, 3.96, 2.22], [-3.22, 5.33, 1.34], [-3.48, 3.82, 0.50], [-1.80, 2.93, 1.77]],
  "e_homo_ha": [-0.49554, -0.49556],
  "relative_energy_kcal_mol": 0.00,
  "multiplicity": 11,
  "homo_lumo_gap_ev": [8.78, 8.18],
  "lumo_ev": [-4.70, -5.30],
  "largest_force_ev_per_a": 1.91,
  "total_charge": 2,
  "total_energy_ev": -127252.847
}

No. 3
{
  "formula": "C17H20N4O4S2",
  "method": "ωB97M-V/def2-TZVPD",
  "symbols": ["C", "C", "C", "N", "S", "O", "O", "C", "C", "C", "C", "C", "C", "H", "H", "C", "O", "N", "C", "N", "N", "C", "C", "H", "H", "S", "C", "H", "H", "H", "O", "H", "H", "H", "C", "C", "C", "H", "H", "H", "H", "H", "H", "H", "H", "H", "H"],
  "coordinates": [[-4.93, 0.31, 0.58], [-4.10, -0.67, 1.01], [-2.62, -0.45, 1.27], [-1.97, 0.19, 0.30], [-1.97, 1.70, 0.27], [-2.67, 2.41, -0.67], [-2.52, 2.13, 1.90], [-0.25, 2.16, 0.17], [0.25, 2.87, -0.87], [1.72, 2.96, -0.87], [2.44, 2.64, 0.12], [1.85, 1.86, 1.09], [0.60, 1.43, 1.17], [0.14, 1.18, 2.14], [2.58, 1.34, 1.83], [3.91, 2.56, 0.12], [4.59, 3.48, -0.06], [4.66, 1.36, 0.15], [4.33, 0.24, -0.12], [4.85, -0.89, 0.37], [4.03, -1.98, -0.14], [2.86, -1.39, -0.38], [1.76, -2.11, -0.86], [1.95, -3.14, -1.17], [1.14, -1.46, -1.83], [0.84, -2.49, 0.59], [1.84, -3.92, 1.40], [1.51, -3.67, 2.39], [1.66, -4.72, 1.00], [2.89, -3.42, 1.46], [3.02, -0.02, -0.63], [5.67, 1.46, 0.04], [2.15, 3.59, -1.66], [-0.39, 3.13, -1.53], [-1.81, -0.42, -0.97], [-2.95, -0.23, -1.82], [-3.43, -1.55, -2.53], [-4.33, -1.56, -2.73], [-3.01, -2.46, -2.13], [-3.57, 0.65, -1.96], [-0.95, 0.22, -1.29], [-1.49, -1.28, -0.58], [-2.74, -0.08, 2.28], [-2.37, -1.68, 1.38], [-4.81, -1.54, 1.23], [-5.89, 0.13, 0.31], [-4.47, 1.14, 0.25]],
  "e_homo_ha": -0.32522,
  "relative_energy_kcal_mol": 414.38,
  "multiplicity": 1,
  "homo_lumo_gap_ev": 8.37,
  "smiles": "C=CCN(CC=C)S(=O)(=O)c1ccc(C(=O)Nc2nnc(CSC)o2)cc1",
  "lumo_ev": -0.48,
  "largest_force_ev_per_a": 16.50,
  "total_energy_ev": -53757.894
}

No. 4
{
  "formula": "C5H5NO2",
  "method": "ωB97M-V/def2-TZVPD",
  "symbols": ["C", "C", "C", "C", "C", "H", "H", "H", "H", "H", "N", "O", "O"],
  "coordinates": [[-2.24, -0.24, -0.17], [0.10, -0.36, 0.07], [0.34, 0.93, 0.19], [1.71, 1.03, -0.05], [1.37, -1.13, 0.00], [-3.25, -0.84, -0.09], [-0.23, 1.97, 1.02], [2.08, 2.09, 0.02], [3.38, -0.14, -0.08], [1.50, -2.30, -0.12], [2.29, -0.12, -0.19], [-2.26, 0.93, -0.19], [-1.13, -1.10, 0.23]],
  "e_homo_ha": -0.29273,
  "relative_energy_kcal_mol": 100.90,
  "multiplicity": 1,
  "homo_lumo_gap_ev": 8.66,
  "lumo_ev": 0.69,
  "largest_force_ev_per_a": 7.20,
  "total_energy_ev": -10846.940
}

No. 5
{
  "formula": "C24H32AsN4PtS",
  "method": "ωB97M-V/def2-TZVPD",
  "symbols": ["Pt", "N", "C", "C", "N", "C", "C", "N", "C", "C", "N", "H", "H", "H", "H", "H", "H", "H", "H", "H", "H", "H", "H", "H", "H", "H", "H", "H", "H", "S", "C", "C", "C", "C", "C", "C", "As", "C", "C", "C", "C", "C", "C", "C", "C", "C", "C", "C", "C", "H", "H", "H", "H", "H", "H", "H", "H", "H", "H", "H", "H", "H", "H"],
  "coordinates": [[-0.79, 1.49, -0.72], [1.16, 2.13, -1.94], [1.51, 3.50, -1.50], [0.26, 4.37, -1.44], [-0.91, 3.69, -0.82], [-1.09, 4.03, 0.61], [0.00, 3.36, 1.43], [0.06, 1.88, 1.12], [-2.14, 3.87, -1.64], [-2.06, 3.01, -2.89], [-1.81, 1.56, -2.53], [1.96, 1.51, -1.80], [0.98, 2.13, -2.94], [2.23, 3.97, -2.16], [1.99, 3.41, -0.52], [-0.01, 4.68, -2.45], [0.48, 5.29, -0.89], [-2.07, 3.65, 0.92], [-1.08, 5.11, 0.78], [-0.19, 3.49, 2.50], [0.97, 3.79, 1.22], [-0.45, 1.36, 1.83], [1.03, 1.55, 1.17], [-2.30, 4.92, -1.91], [-2.99, 3.55, -1.03], [-1.24, 3.33, -3.54], [-2.98, 3.10, -3.47], [-1.31, 1.12, -3.30], [-2.70, 1.08, -2.49], [2.63, -1.17, -0.03], [3.02, -1.84, 1.60], [4.15, -1.71, 2.36], [4.19, -2.45, 3.55], [3.15, -3.28, 3.94], [2.00, -3.41, 3.16], [1.95, -2.65, 2.00], [0.86, -2.39, 0.48], [0.31, -3.81, -0.64], [1.24, -4.44, -1.46], [0.84, -5.56, -2.17], [-0.46, -6.04, -2.04], [-1.38, -5.40, -1.22], [-1.00, -4.27, -0.51], [-0.62, -1.21, 0.84], [-1.34, -0.61, -0.27], [-2.44, 0.24, 0.05], [-2.81, 0.44, 1.43], [-2.11, -0.15, 2.43], [-0.99, -0.99, 2.13], [4.99, -1.10, 2.06], [5.07, -2.38, 4.18], [3.23, -3.84, 4.86], [1.20, -4.07, 3.45], [2.26, -4.08, -1.55], [1.54, -6.07, -2.82], [-0.77, -6.92, -2.59], [-2.39, -5.78, -1.12], [-1.71, -3.78, 0.15], [-1.29, -1.11, -1.23], [-3.23, 0.39, -0.68], [-3.70, 1.02, 1.65], [-2.42, -0.03, 3.46], [-0.46, -1.46, 2.94]],
  "e_homo_ha": -0.61457,
  "relative_energy_kcal_mol": 0.00,
  "multiplicity": 1,
  "homo_lumo_gap_ev": 7.45,
  "lumo_ev": -9.27,
  "largest_force_ev_per_a": 0.41,
  "total_charge": 3,
  "total_energy_ev": -106263.094
}

No. 6
{
  "formula": "C11H11Br33",
  "method": "ωB97M-V/def2-TZVPD",
  "symbols": ["C", "Br", "Br", "Br", "H", "C", "Br", "Br", "Br", "H", "C", "Br", "Br", "Br", "H", "C", "Br", "Br", "Br", "H", "C", "Br", "Br", "Br", "H", "C", "Br", "Br", "Br", "H", "C", "Br", "Br", "Br", "H", "C", "Br", "Br", "Br", "H", "C", "Br", "Br", "Br", "H", "C", "Br", "Br", "Br", "H", "C", "Br", "Br", "Br", "H"],
  "coordinates": [[8.42, 16.98, 14.87], [8.80, 18.95, 14.87], [9.92, 16.03, 14.29], [6.75, 16.63, 13.94], [8.43, 16.64, 15.91], [18.07, 9.02, 16.04], [16.98, 7.43, 15.95], [17.63, 10.14, 14.58], [19.90, 8.45, 16.12], [17.81, 9.55, 17.00], [9.93, 14.01, 10.73], [10.84, 15.58, 10.10], [11.05, 12.69, 11.69], [9.02, 13.31, 9.20], [9.19, 14.26, 11.50], [12.25, 11.70, 7.59], [13.41, 11.56, 9.12], [12.14, 10.11, 6.51], [12.65, 13.07, 6.33], [11.24, 11.87, 7.93], [12.37, 11.90, 16.69], [11.52, 13.23, 17.82], [10.96, 10.84, 15.82], [13.69, 10.82, 17.58], [12.94, 12.37, 15.90], [13.41, 17.76, 11.02], [12.54, 18.18, 12.69], [15.30, 17.80, 11.39], [13.09, 18.83, 9.46], [13.21, 16.70, 10.84], [17.93, 13.97, 16.27], [16.21, 13.05, 16.32], [18.48, 14.76, 14.54], [19.30, 12.82, 17.05], [17.95, 14.77, 17.00], [17.69, 9.68, 8.42], [19.56, 9.57, 8.54], [17.22, 11.34, 7.43], [16.86, 9.92, 10.20], [17.24, 8.82, 7.92], [19.81, 12.44, 10.63], [21.10, 12.83, 12.11], [20.75, 13.06, 8.92], [18.18, 13.37, 10.91], [19.77, 11.40, 10.50], [14.75, 13.42, 12.98], [13.65, 14.51, 14.05], [14.78, 13.98, 11.09], [14.34, 11.51, 13.02], [15.81, 13.41, 13.35], [17.05, 14.76, 7.84], [17.87, 14.50, 6.09], [15.17, 15.08, 7.77], [17.91, 16.27, 8.81], [17.34, 13.91, 8.42]],
  "e_homo_ha": -0.36204,
  "relative_energy_kcal_mol": 9.15,
  "multiplicity": 1,
  "homo_lumo_gap_ev": 9.30,
  "lumo_ev": -0.56,
  "largest_force_ev_per_a": 3.56,
  "total_energy_ev": -2322983.414
}

No. 7
{
  "formula": "C19H18N5Pd",
  "method": "ωB97M-V/def2-TZVPD",
  "symbols": ["Pd", "C", "N", "C", "C", "C", "C", "C", "C", "N", "C", "C", "C", "C", "C", "C", "N", "C", "C", "C", "C", "C", "N", "H", "H", "H", "H", "H", "H", "H", "H", "H", "H", "H", "H", "H", "H", "H", "H", "H", "H", "N", "C"],
  "coordinates": [[0.57, 0.75, 0.50], [-1.69, 1.50, -1.01], [-0.60, 0.49, -1.18], [0.31, 0.83, -2.31], [1.68, 0.27, -2.07], [2.59, 0.02, -3.07], [3.88, -0.36, -2.71], [4.21, -0.49, -1.37], [3.25, -0.24, -0.42], [2.00, 0.13, -0.77], [-1.11, -0.94, -1.22], [-0.63, -1.76, -0.08], [-0.94, -3.09, 0.11], [-0.43, -3.75, 1.22], [0.38, -3.05, 2.12], [0.66, -1.72, 1.88], [0.15, -1.12, 0.80], [-2.16, 1.54, 0.41], [-3.39, 2.01, 0.80], [-3.66, 2.14, 2.17], [-2.68, 1.79, 3.09], [-1.47, 1.32, 2.63], [-1.22, 1.19, 1.31], [-2.48, 1.28, -1.73], [-1.29, 2.48, -1.26], [0.41, 1.92, -2.36], [-0.15, 0.50, -3.24], [2.31, 0.14, -4.10], [4.62, -0.55, -3.48], [5.21, -0.78, -1.06], [3.46, -0.32, 0.64], [-0.79, -1.39, -2.16], [-2.20, -0.92, -1.22], [-1.57, -3.61, -0.61], [-0.65, -4.79, 1.39], [0.80, -3.53, 3.00], [1.28, -1.13, 2.55], [-4.13, 2.29, 0.06], [-4.61, 2.52, 2.50], [-2.85, 1.89, 4.15], [-0.68, 1.04, 3.32], [2.07, 3.25, 1.56], [1.53, 2.28, 1.20]],
  "e_homo_ha": -0.73194,
  "multiplicity": 1,
  "homo_lumo_gap_ev": 5.61,
  "lumo_ev": -14.31,
  "largest_force_ev_per_a": 1.94,
  "total_charge": 3,
  "total_energy_ev": -30893.948
}

No. 8
{
  "formula": "H8O4",
  "method": "ωB97M-V/def2-TZVPD",
  "symbols": ["O", "H", "H", "O", "H", "H", "O", "H", "H", "O", "H", "H"],
  "coordinates": [[-0.98, 1.54, 0.86], [-0.56, 1.16, 0.06], [-1.44, 2.34, 0.54], [1.66, -0.19, 1.79], [0.79, -0.31, 2.22], [1.55, 0.26, 0.95], [0.63, 0.50, -0.86], [0.51, -0.38, -1.15], [0.59, 0.93, -1.72], [-0.62, -2.05, -1.13], [-0.96, -2.48, -0.31], [-1.17, -1.30, -1.25]],
  "e_homo_ha": -0.39423,
  "relative_energy_kcal_mol": 22.82,
  "multiplicity": 1,
  "homo_lumo_gap_ev": 10.92,
  "smiles": "O.O.O.O",
  "lumo_ev": 0.19,
  "largest_force_ev_per_a": 2.73,
  "total_energy_ev": -8319.687
}